Entry 1:
Molecular formula: C6H15N4NiO
Method: DFT, wB97M-V/def2-TZVPD

Last column: Löwdin charge in e.
Geometry (Å):
C 0.20 -0.06 -2.93  -0.2975
Ni -0.35 -1.31 -1.67  0.0573
N -1.05 -2.55 -0.19  -0.0292
H -0.62 -2.35 -2.80  0.0373
H -0.27 -2.76 0.46  0.0513
H -1.21 -2.53 -2.25  0.0376
H 0.36 -0.66 -3.84  -0.0683
H 1.06 0.60 -2.74  -0.0440
H -0.72 0.54 -3.06  -0.0373
H -1.77 -1.99 0.33  0.0432
H -1.46 -3.44 -0.47  0.0260
C -1.59 2.01 2.47  -0.0594
N -0.49 1.43 1.70  -0.1040
C 0.77 1.88 1.88  -0.1983
C 1.80 1.32 1.18  -0.1019
C 1.49 0.30 0.25  -0.4533
N 0.24 -0.10 0.00  0.0672
C -0.78 0.41 0.80  -0.4781
O -1.94 -0.06 0.74  -0.0632
N 2.47 -0.32 -0.43  0.0959
H -1.48 1.75 3.53  0.0749
H -2.52 1.61 2.07  0.0713
H -1.56 3.10 2.38  0.0732
H 0.89 2.69 2.61  0.0761
H 2.83 1.66 1.30  0.0819
H 3.43 -0.04 -0.29  0.0772
H 2.28 -1.13 -1.00  0.0643

Values from the calculation:
Charge ... -1
2S+1 ... 3
LUMO level (spin up / spin down) ... 3.758 / 3.522 eV
HOMO level (spin up / spin down) ... -0.3313 / -3.1732 eV
Energy above the lowest of the compared OMol25 structures with the same formula, charge and spin ... 0.0 kcal per mole
Expectation value of S² ... 2.02

Entry 2:
Molecular formula: C5H9NO2
Method: DFT, wB97M-V/def2-TZVPD

Last column: Löwdin charge in e.
Geometry (Å):
C 2.29 0.88 0.84  -0.0055
C 1.83 -0.10 -0.21  -0.6215
N 2.04 0.32 -1.48  0.1571
O 1.33 -1.18 0.03  0.0347
H 3.31 1.20 0.64  0.0791
H 1.63 1.75 0.83  0.0774
H 2.24 0.41 1.82  0.0844
H 2.31 1.27 -1.68  0.1030
H 1.68 -0.23 -2.24  0.1128
C -3.20 -0.97 0.39  -0.0991
C -1.74 -0.67 0.17  -0.1510
C -1.25 0.46 -0.22  -0.2244
O -0.77 1.46 -0.58  0.1389
H -3.36 -1.27 1.42  0.0701
H -3.80 -0.09 0.18  0.0729
H -3.51 -1.78 -0.26  0.0700
H -1.02 -1.46 0.35  0.1012

Values from the calculation:
2S+1 ... 1
LUMO level ... 0.814 eV
HOMO level ... -8.6177 eV
Energy above the lowest of the compared OMol25 structures with the same formula, charge and spin ... 21.7 kcal per mole
SMILES ... CC(N)=O.CC=C=O

Entry 3:
Molecular formula: C45H119N5O14
Method: DFT, wB97M-V/def2-TZVPD

Last column: Löwdin charge in e.
Geometry (Å):
C -3.87 2.07 -7.97  -0.0828
C -4.39 1.59 -6.65  -0.4490
C -5.32 0.34 -6.68  -0.0769
O -3.27 1.17 -5.79  -0.0789
H -3.29 2.96 -7.79  0.0697
H -4.67 2.41 -8.64  0.0756
H -3.36 1.30 -8.56  0.0790
H -5.01 2.42 -6.33  0.1279
H -6.22 0.69 -7.18  0.0684
H -5.60 0.00 -5.68  0.0726
H -4.97 -0.52 -7.25  0.0741
H -3.31 0.28 -5.45  0.0676
C 2.29 -4.07 -5.80  -0.0495
C 1.31 -3.68 -4.77  -0.6062
C -0.02 -4.38 -4.99  -0.0397
O 1.71 -4.03 -3.56  -0.0580
H 2.35 -5.14 -5.97  0.0860
H 3.27 -3.65 -5.59  0.0772
H 1.97 -3.65 -6.76  0.0820
H 1.07 -2.62 -4.76  0.1213
H 0.24 -5.44 -5.05  0.0821
H -0.42 -4.12 -5.97  0.0805
H -0.65 -4.17 -4.13  0.0622
H 1.08 -3.66 -2.94  0.0561
C 5.38 -4.83 -0.54  -0.0619
C 4.79 -3.67 -1.34  -0.5420
C 5.36 -3.34 -2.74  -0.0082
O 3.48 -4.00 -1.40  -0.0536
H 4.77 -5.09 0.33  0.0671
H 6.24 -4.51 0.06  0.0679
H 5.64 -5.67 -1.19  0.0773
H 4.86 -2.89 -0.58  0.1020
H 6.43 -3.53 -2.76  0.0798
H 5.06 -2.32 -2.99  0.0594
H 4.88 -4.02 -3.44  0.0727
H 3.18 -4.36 -2.24  0.0623
C -3.34 1.97 -0.28  -0.1113
C -2.43 2.92 -0.91  -0.5266
C -2.08 4.10 0.10  -0.1204
O -1.39 2.19 -1.46  -0.0673
H -4.31 2.38 -0.01  0.0761
H -2.85 1.64 0.64  0.0635
H -3.59 1.08 -0.85  0.0752
H -2.91 3.28 -1.82  0.1275
H -1.75 4.99 -0.42  0.0284
H -1.37 3.84 0.89  0.0529
H -2.99 4.49 0.57  0.0402
H -0.72 2.85 -1.66  0.0829
C -2.84 -6.17 -2.53  -0.0522
C -2.32 -5.91 -1.10  -0.4731
C -1.07 -5.02 -1.08  -0.0497
O -3.36 -5.21 -0.47  -0.0535
H -3.10 -5.27 -3.09  0.0737
H -3.72 -6.81 -2.55  0.0717
H -2.05 -6.61 -3.15  0.0690
H -2.13 -6.83 -0.54  0.1330
H -0.77 -4.76 -0.06  0.0611
H -1.30 -4.13 -1.66  0.0611
H -0.11 -5.45 -1.34  0.0800
H -3.17 -5.08 0.46  0.0442
C 1.93 -4.36 3.73  -0.0389
C 2.51 -2.95 3.49  -0.4402
C 2.79 -2.63 2.03  -0.0577
O 1.65 -1.88 3.94  -0.0774
H 2.09 -4.95 2.83  0.0746
H 0.86 -4.25 3.91  0.0556
H 2.36 -4.89 4.58  0.0706
H 3.47 -2.91 4.01  0.1291
H 1.91 -2.56 1.39  0.0714
H 3.54 -3.25 1.54  0.0599
H 3.28 -1.66 1.95  0.0742
H 0.79 -2.04 3.53  0.0233
C 4.64 -0.10 -0.96  -0.0341
C 4.72 0.74 -2.28  -0.5017
C 3.60 1.71 -2.39  -0.0717
O 5.90 1.51 -2.40  -0.0544
H 4.80 0.48 -0.05  0.0813
H 5.38 -0.89 -1.12  0.0551
H 3.65 -0.54 -0.87  0.0638
H 4.72 -0.01 -3.07  0.1169
H 2.65 1.22 -2.14  0.0616
H 3.44 2.15 -3.37  0.0714
H 3.89 2.56 -1.77  0.0805
H 6.10 1.55 -3.34  0.0848
C 2.29 3.12 3.27  -0.1598
O 2.17 3.62 4.52  -0.1954
C 1.48 4.81 4.58  -0.2298
C 1.44 5.38 6.08  -0.1938
N 0.61 4.52 6.81  -0.0766
C 0.37 4.81 8.21  -0.2097
C 1.59 4.74 9.17  -0.1954
O 1.30 5.09 10.54  -0.1961
C 0.62 4.13 11.35  -0.1094
H 1.32 2.69 3.04  0.0719
H 2.90 2.21 3.32  0.0810
H 2.63 3.77 2.46  0.0839
H 0.49 4.86 4.12  0.1070
H 2.02 5.53 3.96  0.1030
H 0.96 6.32 5.81  0.1057
H 2.36 5.53 6.64  0.1072
H 0.58 3.55 6.54  0.0849
H -0.44 4.17 8.56  0.1032
H -0.04 5.82 8.30  0.1150
H 2.24 5.56 8.88  0.1066
H 2.12 3.82 8.93  0.1196
H -0.04 4.61 12.07  0.0828
H 1.21 3.33 11.81  0.0797
H -0.06 3.64 10.66  0.0667
C 1.84 0.53 -6.97  -0.0924
O 1.51 0.82 -5.56  -0.2253
C 0.38 1.67 -5.27  -0.1910
C 0.63 3.11 -5.78  -0.2603
N 0.25 4.26 -4.98  -0.0449
C -1.25 4.15 -4.89  -0.2018
C -1.70 5.39 -4.18  -0.2493
O -3.14 5.55 -4.10  -0.2337
C -3.67 6.86 -3.76  -0.1332
H 2.39 1.40 -7.32  0.0652
H 1.02 0.31 -7.66  0.0812
H 2.63 -0.20 -7.10  0.0704
H 0.37 1.75 -4.18  0.1095
H -0.55 1.23 -5.62  0.1029
H 0.50 3.21 -6.86  0.1048
H 1.71 3.26 -5.77  0.1042
H 0.49 5.15 -5.39  0.0960
H -1.56 3.23 -4.39  0.1077
H -1.76 4.10 -5.85  0.1106
H -1.47 6.35 -4.65  0.1061
H -1.30 5.48 -3.17  0.0999
H -4.04 7.28 -4.69  0.0741
H -2.91 7.43 -3.22  0.0708
H -4.52 6.80 -3.09  0.0672
C -3.61 -2.09 2.67  -0.0482
C -2.54 -2.89 3.42  -0.4184
C -2.20 -4.30 2.85  -0.1380
O -3.29 -5.26 2.64  -0.2440
C -3.75 -5.87 3.87  -0.0634
N -1.38 -2.09 3.50  0.0521
H -4.23 -2.74 2.05  0.0679
H -3.21 -1.44 1.89  0.0695
H -4.29 -1.52 3.30  0.0719
H -2.93 -2.94 4.43  0.1297
H -1.45 -4.88 3.38  0.1086
H -1.80 -4.20 1.84  0.0998
H -4.50 -6.65 3.71  0.0903
H -3.90 -5.08 4.61  0.0810
H -2.82 -6.35 4.16  0.0755
H -1.70 -1.32 4.07  0.0545
H -0.96 -1.72 2.65  0.0720
C -2.32 0.96 6.33  -0.0865
C -1.64 1.55 5.17  -0.4302
C -0.21 0.87 5.03  -0.1436
O 0.61 1.42 6.15  -0.1981
C 1.99 0.98 5.90  -0.0895
N -2.47 1.26 4.00  0.0408
H -1.86 0.05 6.72  0.0879
H -3.41 1.03 6.45  0.0786
H -2.18 1.67 7.15  0.0715
H -1.50 2.63 5.23  0.1207
H 0.31 0.89 4.08  0.0891
H -0.39 -0.21 5.12  0.0885
H 2.12 -0.02 6.29  0.0797
H 2.74 1.61 6.38  0.0848
H 2.22 0.88 4.84  0.0551
H -2.26 1.69 3.10  0.0440
H -3.37 1.62 4.26  0.0520
C -0.97 -0.97 -3.12  -0.0392
C 0.03 -0.76 -2.00  -0.4590
C -0.73 -0.94 -0.66  -0.1392
O 0.16 -0.83 0.49  -0.2215
C 0.29 0.46 1.03  -0.0997
N 1.03 -1.74 -2.12  0.0790
H -0.40 -0.96 -4.05  0.0698
H -1.89 -0.42 -2.96  0.0817
H -1.25 -2.01 -2.97  0.0594
H 0.47 0.23 -2.08  0.1143
H -1.25 -1.89 -0.62  0.1192
H -1.43 -0.10 -0.61  0.0912
H -0.54 0.72 1.68  0.0680
H 0.38 1.18 0.21  0.0758
H 1.26 0.52 1.53  0.0814
H 1.41 -1.87 -1.19  0.0785
H 1.69 -1.30 -2.75  0.0948

Values from the calculation:
Charge ... -1
2S+1 ... 2
LUMO level (spin up / spin down) ... 2.115 / 2.044 eV
HOMO level (spin up / spin down) ... 0.6120 / -6.2289 eV
Energy above the lowest of the compared OMol25 structures with the same formula, charge and spin ... 91.1 kcal per mole
Expectation value of S² ... 0.75

Entry 4:
Molecular formula: C30H46BrN3P2W
Method: DFT, wB97M-V/def2-TZVPD

Last column: Löwdin charge in e.
Geometry (Å):
N -5.03 -1.23 3.34  0.2788
C -3.92 -0.72 3.90  -0.0104
C -3.03 0.12 3.20  0.0399
C -3.26 0.35 1.81  -0.1927
C -4.44 -0.19 1.25  0.0358
C -5.26 -1.02 2.04  -0.0131
C -2.40 1.13 0.97  -0.0196
W 0.13 0.64 -0.57  1.2946
P 2.56 0.70 -1.51  0.9331
C -2.34 0.92 -0.41  -0.1808
C -1.83 1.94 -1.29  -0.3455
C -1.91 1.77 -2.70  0.0089
C -0.90 2.32 -3.45  -0.0875
C 0.07 3.04 -2.75  -0.5630
C -0.14 3.64 -1.48  -0.0707
C -1.18 3.07 -0.71  -0.0504
Br 1.59 3.69 -3.87  0.9475
H -1.86 1.97 1.42  0.1073
H -2.71 0.06 -0.93  0.0786
H -2.24 0.64 3.74  0.1392
H -4.82 0.12 0.28  0.1481
H -3.76 -0.97 4.97  0.1689
H -6.15 -1.49 1.60  0.1673
H -2.75 1.20 -3.11  0.1580
H -1.64 3.51 0.16  0.1431
H -0.80 2.18 -4.55  0.1564
H 0.51 4.45 -1.16  0.1351
P -0.52 -1.77 -0.80  0.9081
C 3.04 2.38 -0.93  -0.3920
C 4.12 3.15 -1.72  -0.1314
H 3.37 2.27 0.13  0.0993
H 2.12 2.98 -0.89  0.0175
H 4.26 4.13 -1.23  0.1021
H 5.09 2.64 -1.74  0.0666
H 3.77 3.35 -2.75  -0.0103
C 2.15 0.36 -3.28  -0.4046
C 3.27 0.24 -4.33  -0.1104
H 1.45 1.13 -3.64  -0.0024
H 1.61 -0.61 -3.26  0.0454
H 2.81 0.30 -5.32  0.1006
H 3.98 1.08 -4.27  0.0801
H 3.81 -0.72 -4.28  0.0918
C 4.00 -0.37 -1.07  -0.3553
C 5.37 0.03 -1.63  -0.0975
H 3.74 -1.37 -1.44  0.0711
H 4.06 -0.44 0.04  0.0844
H 6.11 -0.75 -1.41  0.1080
H 5.36 0.15 -2.72  0.0740
H 5.77 0.95 -1.19  0.0719
C 0.46 -3.16 -0.04  -0.3520
C 1.76 -3.49 -0.80  -0.1006
H -0.23 -4.02 0.00  0.1017
H 0.68 -2.89 1.02  0.0766
H 2.08 -4.51 -0.55  0.1078
H 1.64 -3.48 -1.90  0.0731
H 2.61 -2.84 -0.53  0.0549
C -0.41 -2.25 -2.58  -0.3744
C -1.48 -1.59 -3.44  -0.1133
H -0.52 -3.34 -2.60  0.1203
H 0.60 -2.01 -2.96  0.0520
H -1.35 -1.87 -4.49  0.1103
H -2.49 -1.91 -3.14  0.0887
H -1.46 -0.49 -3.39  0.0308
C -2.22 -2.39 -0.33  -0.3454
C -2.31 -2.87 1.12  -0.1188
H -2.43 -3.21 -1.04  0.1158
H -2.96 -1.59 -0.50  0.0474
H -3.34 -3.18 1.33  0.0928
H -1.68 -3.74 1.32  0.0815
H -2.07 -2.06 1.83  0.0611
N 1.36 -0.57 1.12  0.0087
C 1.43 0.62 1.88  -0.3875
C 2.04 0.77 3.12  0.0593
C 1.92 2.02 3.73  0.0397
C 1.32 3.06 2.99  0.0232
C 0.69 2.81 1.78  -0.0615
N 0.77 1.56 1.22  -0.0764
H 0.84 -1.27 1.66  0.1001
H 2.28 -1.00 0.96  0.1041
H 2.58 -0.10 3.52  0.1549
H 2.28 2.14 4.75  0.1519
H 1.37 4.08 3.36  0.1461
H 0.11 3.54 1.23  0.1031

Values from the calculation:
Charge ... +4
2S+1 ... 3
LUMO level (spin up / spin down) ... -13.089 / -15.280 eV
HOMO level (spin up / spin down) ... -19.6779 / -18.9816 eV
Energy above the lowest of the compared OMol25 structures with the same formula, charge and spin ... 0.6 kcal per mole
Expectation value of S² ... 2.15

What did the first record say?
Molecular formula: C6H15N4NiO
Method: DFT, wB97M-V/def2-TZVPD

Last column: Löwdin charge in e.
Geometry (Å):
C 0.20 -0.06 -2.93  -0.2975
Ni -0.35 -1.31 -1.67  0.0573
N -1.05 -2.55 -0.19  -0.0292
H -0.62 -2.35 -2.80  0.0373
H -0.27 -2.76 0.46  0.0513
H -1.21 -2.53 -2.25  0.0376
H 0.36 -0.66 -3.84  -0.0683
H 1.06 0.60 -2.74  -0.0440
H -0.72 0.54 -3.06  -0.0373
H -1.77 -1.99 0.33  0.0432
H -1.46 -3.44 -0.47  0.0260
C -1.59 2.01 2.47  -0.0594
N -0.49 1.43 1.70  -0.1040
C 0.77 1.88 1.88  -0.1983
C 1.80 1.32 1.18  -0.1019
C 1.49 0.30 0.25  -0.4533
N 0.24 -0.10 0.00  0.0672
C -0.78 0.41 0.80  -0.4781
O -1.94 -0.06 0.74  -0.0632
N 2.47 -0.32 -0.43  0.0959
H -1.48 1.75 3.53  0.0749
H -2.52 1.61 2.07  0.0713
H -1.56 3.10 2.38  0.0732
H 0.89 2.69 2.61  0.0761
H 2.83 1.66 1.30  0.0819
H 3.43 -0.04 -0.29  0.0772
H 2.28 -1.13 -1.00  0.0643

Values from the calculation:
Charge ... -1
2S+1 ... 3
LUMO level (spin up / spin down) ... 3.758 / 3.522 eV
HOMO level (spin up / spin down) ... -0.3313 / -3.1732 eV
Energy above the lowest of the compared OMol25 structures with the same formula, charge and spin ... 0.0 kcal per mole
Expectation value of S² ... 2.02